1.
Below is a molecular structure, C17H12ClI2N2OSn, with properties calculated with ωB97M-V/def2-TZVPD.

The geometry in XYZ format:
```
36
Properties=species:S:1:pos:R:3:nbo_charge:R:1
I -1.284 -3.801 0.460 0.292
I -2.978 -0.713 -0.069 0.269
Sn 0.212 -0.821 0.234 1.329
Cl 4.194 4.309 -3.933 0.384
O 2.388 -0.016 -0.753 -0.490
N -0.143 -0.048 2.330 -0.661
N 0.401 1.670 0.326 -0.442
C 1.042 2.543 -0.397 0.117
C -3.140 -2.843 0.065 -0.685
C -0.949 -0.522 4.535 -0.244
C 4.383 1.805 -3.048 -0.218
C -0.694 1.193 2.390 0.258
C -1.088 3.359 1.354 -0.120
C -0.471 2.108 1.314 0.023
C 2.581 3.281 -2.106 -0.209
C -1.445 1.598 3.504 -0.129
C -1.871 3.740 2.438 -0.197
C 2.097 2.262 -1.333 -0.021
C 2.778 0.924 -1.422 0.521
C 3.683 3.072 -2.975 0.158
C 3.947 0.775 -2.316 -0.111
C -2.032 2.888 3.510 -0.053
C -1.556 0.705 4.593 -0.030
C -0.280 -0.877 3.362 0.126
H -0.990 4.047 0.523 0.237
H -3.506 -3.201 -0.888 0.262
H 4.426 -0.196 -2.342 0.285
H 0.850 3.604 -0.254 0.217
H -2.126 1.000 5.467 0.265
H 0.157 -1.863 3.261 0.233
H 5.243 1.718 -3.701 0.294
H -3.815 -3.063 0.881 0.259
H 2.129 4.266 -2.073 0.276
H -0.995 -1.218 5.360 0.277
H -2.346 4.712 2.440 0.270
H -2.618 3.195 4.368 0.260
```

Computed properties:
- total charge = +3
- HOMO-LUMO gap (spin up / spin down) (eV) = 4.5 / 4.6


2.
Below is a molecular structure, C17H12F6N4O4S4V, with properties calculated with ωB97M-V/def2-TZVPD.

The geometry in XYZ format:
```
48
Properties=species:S:1:pos:R:3:nbo_charge:R:1
V 0.303 -0.916 -0.496 1.511
S -0.267 -3.503 -0.357 2.156
S 2.225 2.950 -1.473 0.505
S 1.519 -3.065 -2.376 2.250
S -2.865 4.340 3.080 -0.055
F -1.619 -4.755 1.433 -0.283
F 3.002 -2.469 -0.304 -0.299
F 3.807 -4.010 -1.603 -0.277
F 3.847 -1.932 -2.222 -0.281
F -1.142 -5.941 -0.319 -0.272
F 0.392 -5.511 1.151 -0.273
O 0.906 -1.711 -2.300 -0.953
O 1.797 -3.590 -3.657 -0.826
O -1.439 -2.820 -0.874 -0.878
O 0.369 -2.601 0.663 -0.922
N -0.864 0.424 -1.608 -0.552
N -0.465 -0.004 1.311 -0.512
N -1.049 3.573 4.825 -0.749
N 0.730 -4.051 -1.418 -1.169
C -0.688 -5.066 0.549 0.802
C -0.219 1.584 -1.858 0.229
C 0.375 0.572 2.178 0.093
C -1.716 3.351 3.683 0.060
C -2.083 0.206 -2.119 0.074
C -2.184 1.468 2.095 -0.199
C 1.659 0.603 -0.570 -0.400
C -2.738 1.152 -2.875 -0.250
C 0.008 1.613 3.008 -0.235
C -1.285 2.115 2.936 -0.021
C 2.990 0.889 -0.157 -0.274
C -1.740 0.421 1.320 0.061
C 1.127 1.646 -1.292 -0.304
C -2.097 2.364 -3.112 -0.104
C -0.831 2.582 -2.607 -0.225
C 3.411 2.120 -0.573 -0.375
C 3.170 -2.858 -1.573 0.744
H 3.618 0.222 0.417 0.234
H -2.526 -0.759 -1.904 0.229
H -2.585 3.131 -3.698 0.241
H 4.374 2.579 -0.405 0.256
H -3.720 0.941 -3.270 0.247
H 0.766 2.040 3.650 0.236
H 1.388 0.191 2.199 0.219
H -3.213 1.792 2.041 0.264
H -1.282 4.392 5.363 0.424
H -0.308 3.511 -2.790 0.242
H -2.426 -0.106 0.669 0.212
H -0.433 2.895 5.238 0.399
```

Computed properties:
- total charge = +1
- spin multiplicity = 3
- HOMO-LUMO gap (spin up / spin down) (eV) = 7.1 / 7.4
- ⟨S²⟩ = 2.02


3.
Below is a molecular structure, C17H12FN4O3RhSSe, with properties calculated with ωB97M-V/def2-TZVPD.

The geometry in XYZ format:
```
40
Properties=species:S:1:pos:R:3:nbo_charge:R:1
Rh 0.236 -0.605 -0.180 1.337
Se 1.196 -5.235 0.755 -0.375
S -0.082 -1.072 -4.826 -0.334
F 2.068 -0.056 0.095 -0.667
O -1.638 -0.897 -0.831 -0.679
O 0.471 -0.314 2.114 -0.703
O 2.724 -0.461 3.812 -0.545
N 0.657 -0.074 -2.328 -0.564
N -0.628 1.183 0.131 -0.244
N -1.773 1.365 -0.559 -0.433
N 0.669 -2.535 -0.215 -0.540
C -3.462 0.269 -1.835 -0.017
C 0.320 -0.531 -3.357 0.173
C 2.275 3.130 3.441 -0.299
C 1.116 0.748 2.406 0.385
C -5.196 -0.871 -3.069 -0.228
C 2.728 1.875 3.865 -0.269
C 0.867 -3.605 0.187 0.159
C 2.196 0.715 3.346 0.290
C -2.231 0.231 -1.050 0.522
C -4.070 1.489 -2.154 -0.184
C 1.326 3.208 2.452 -0.188
C -0.188 2.168 0.848 0.143
C -5.227 1.522 -2.906 -0.239
C -4.045 -0.910 -2.303 -0.183
C 0.767 2.050 1.883 -0.219
C 2.772 -1.564 2.900 -0.260
C -5.797 0.343 -3.375 -0.226
H 1.808 -2.055 2.801 0.208
H 3.503 -2.258 3.318 0.159
H -0.647 3.134 0.645 0.175
H 2.712 4.029 3.861 0.187
H -3.568 -1.850 -2.058 0.241
H -5.696 2.473 -3.133 0.195
H -3.602 2.398 -1.802 0.233
H 3.517 1.791 4.602 0.198
H 0.995 4.175 2.084 0.187
H -6.694 0.374 -3.983 0.193
H -5.633 -1.790 -3.440 0.199
H 3.089 -1.236 1.908 0.212
```

Computed properties:
- total charge = -2
- HOMO-LUMO gap (eV) = 6.4


4.
Below is a molecular structure, C17H13AgBrIN3O, with properties calculated with ωB97M-V/def2-TZVPD.

The geometry in XYZ format:
```
37
Properties=species:S:1:pos:R:3:nbo_charge:R:1
I -1.620 3.056 4.952 0.138
Ag 1.289 0.898 0.251 1.402
Br -5.580 -2.175 -0.147 -0.011
O 2.118 2.230 0.898 -1.034
N -0.460 1.616 1.059 -0.536
N 0.326 -0.720 -0.540 -0.693
N 2.987 0.188 -0.550 -0.596
C 5.264 -0.144 -1.241 -0.408
C 3.596 -1.756 -1.881 -0.238
C 4.276 0.568 -0.591 0.087
C -1.005 -1.131 -0.503 0.123
C -1.532 -2.286 -1.108 -0.289
C -1.651 2.492 2.961 -0.306
C -0.508 2.000 2.346 0.085
C -2.818 2.219 0.876 -0.307
C -2.887 -2.594 -1.002 -0.205
C -3.740 -1.753 -0.288 -0.190
C -1.890 -0.311 0.208 -0.153
C -2.825 2.601 2.208 -0.147
C 1.263 -1.400 -1.163 -0.199
C -1.627 1.729 0.336 0.024
C 2.658 -0.971 -1.196 0.098
C -3.244 -0.607 0.319 -0.240
C 4.910 -1.333 -1.900 -0.211
H -3.894 0.056 0.879 0.216
H -1.464 0.602 0.687 0.229
H 0.430 1.896 2.881 0.248
H 3.308 -2.670 -2.384 0.204
H -3.709 2.297 0.266 0.234
H 1.057 -2.336 -1.696 0.156
H 6.287 0.212 -1.239 0.201
H 4.501 1.492 -0.068 0.220
H -1.563 1.422 -0.705 0.259
H -0.905 -2.966 -1.672 0.213
H 5.665 -1.914 -2.421 0.191
H -3.270 -3.490 -1.479 0.212
H -3.740 2.983 2.648 0.223
```

Computed properties:
- total charge = -1
- HOMO-LUMO gap (eV) = 3.8


5.
Below is a molecular structure, C17H13Cl2N6O4PdS, with properties calculated with ωB97M-V/def2-TZVPD.

The geometry in XYZ format:
```
44
Properties=species:S:1:pos:R:3:nbo_charge:R:1
Pd 0.553 0.882 1.022 0.898
Cl 2.640 -1.275 3.710 0.068
Cl -0.055 -0.474 2.895 0.040
S -1.011 -1.869 -1.271 0.602
O 1.846 -0.568 0.696 -0.750
O 1.846 -2.804 0.682 -0.552
O -0.976 -3.724 1.924 -0.572
O -1.142 -2.130 0.370 -0.658
N -0.373 2.663 1.352 -0.596
N -0.905 4.655 0.194 -0.519
N -0.850 2.550 3.628 -0.753
N -1.495 4.405 2.487 -0.553
N -2.145 6.239 1.289 -0.729
N 0.898 1.726 -0.750 -0.404
C 1.670 -1.747 1.224 0.747
C 1.543 1.119 -1.742 0.072
C -0.366 3.476 0.266 0.462
C -0.181 -6.262 -1.623 -0.220
C 1.154 3.010 -3.153 -0.124
C -0.665 -3.546 -1.598 -0.075
C -0.939 -3.448 0.761 0.790
C -1.513 5.072 1.336 0.611
C -0.172 -5.522 -2.808 -0.149
C -0.906 3.218 2.476 0.626
C 1.691 1.747 -2.969 -0.214
C 0.357 2.946 -0.917 0.140
C -0.413 -4.159 -2.817 -0.266
C -0.682 -4.273 -0.417 -0.251
C 1.285 -1.723 2.711 -0.295
C -0.436 -5.640 -0.417 -0.116
C 0.470 3.624 -2.111 -0.180
H 0.023 4.603 -2.205 0.262
H 1.948 0.141 -1.516 0.266
H 1.261 3.515 -4.104 0.245
H -2.146 6.772 0.438 0.422
H 2.225 1.244 -3.762 0.250
H -0.265 1.743 3.743 0.412
H 0.014 -7.325 -1.655 0.231
H 0.028 -6.026 -3.745 0.228
H -1.214 3.009 4.446 0.430
H -0.444 -6.184 0.518 0.241
H -2.590 6.598 2.116 0.424
H -0.405 -3.601 -3.743 0.226
H 0.837 -2.656 3.038 0.284
```

Computed properties:
- total charge = +1
- HOMO-LUMO gap (eV) = 6.8


6.
Below is a molecular structure, C17H13Cl4FeN2S, with properties calculated with ωB97M-V/def2-TZVPD.

The geometry in XYZ format:
```
38
Properties=species:S:1:pos:R:3:nbo_charge:R:1
Fe -0.170 0.630 -0.942 1.306
Cl -1.342 -4.876 -0.776 0.146
Cl -2.652 0.405 -0.864 0.032
Cl -0.108 1.383 -3.483 0.028
Cl -0.218 3.196 -1.259 0.035
S -0.412 -1.886 -0.866 0.109
N 2.047 0.719 -0.588 -0.579
N 0.182 0.798 1.295 -0.573
C 0.702 0.833 4.003 -0.111
C 1.450 0.790 1.728 0.170
C 2.914 0.691 -1.602 0.065
C -2.073 -2.261 -0.839 -0.329
C -4.796 -2.940 -0.819 -0.079
C -0.605 0.844 3.545 -0.220
C 2.492 0.758 0.676 0.169
C 3.854 0.771 0.944 -0.196
C 1.739 0.809 3.085 -0.196
C 4.756 0.743 -0.108 -0.105
C -4.421 -1.591 -0.841 -0.246
C -0.073 3.102 -3.029 -0.376
C 4.283 0.704 -1.410 -0.222
C -3.844 -3.942 -0.800 -0.226
C -3.092 -1.274 -0.850 0.080
C -2.494 -3.625 -0.805 0.029
C -0.816 0.827 2.178 0.064
H 4.952 0.678 -2.258 0.256
H 0.912 0.843 5.064 0.253
H -0.915 3.610 -3.484 0.266
H -4.140 -4.981 -0.783 0.267
H 2.761 0.804 3.435 0.241
H 2.495 0.651 -2.600 0.209
H 4.224 0.801 1.958 0.243
H -1.822 0.841 1.779 0.205
H -1.446 0.868 4.224 0.254
H 0.874 3.533 -3.333 0.261
H -5.170 -0.810 -0.849 0.260
H 5.820 0.751 0.086 0.254
H -5.846 -3.195 -0.814 0.258
```

Computed properties:
- total charge = +2
- spin multiplicity = 6
- HOMO-LUMO gap (spin up / spin down) (eV) = 8.9 / 6.2
- ⟨S²⟩ = 8.78